# 1
The following is a quantum chemistry calculation of a single C5H7NOS2 molecule in a non-equilibrium geometry, from the Open Molecules 2025 dataset.

## Properties
Strongest force on any atom (eV/Å): 3.72
Calculated total energy (a.u.): -1120.95988
Energy relative to the best compared isomer or geometry (same formula, charge and spin) (kcal per mole): 70.6
Multiplicity: 1
LUMO level (eV): 0.29
SMILES string: [O-][N+]1=C2CCC[C@H]2SS1
HOMO-LUMO gap (Eh): 0.327
HOMO energy (eV): -8.6

CARTESIAN COORDINATES (ANGSTROEM)
C -0.71796 0.55718 -0.36566
C 0.59194 1.18723 0.04378
C 1.40518 -0.00491 0.64613
C 0.99175 -1.27050 -0.09864
C -0.46880 -1.06524 -0.51698
N -1.84937 1.06588 -0.05527
O -2.13795 2.21776 0.22702
S -1.87987 -1.73383 0.48366
S -3.13653 -0.32841 -0.21888
H 0.96622 1.61589 -0.94518
H 0.15738 1.92607 0.69420
H 2.51107 0.15148 0.43521
H 1.36542 0.04489 1.73380
H 1.61062 -1.10115 -1.06151
H 1.17935 -2.10657 0.59722
H -0.58844 -1.15577 -1.59890


# 2
The following is a quantum chemistry calculation of a single C4H7P molecule in a non-equilibrium geometry, from the Open Molecules 2025 dataset.

## Properties
Strongest force on any atom (eV/Å): 4.34
Calculated total energy (a.u.): -497.85607
Energy relative to the best compared isomer or geometry (same formula, charge and spin) (kcal per mole): 44.3
Multiplicity: 1
LUMO level (eV): 0.67
SMILES string: [H]/P=C/C1CC1
HOMO-LUMO gap (Eh): 0.346
HOMO energy (eV): -8.7

CARTESIAN COORDINATES (ANGSTROEM)
C -1.16491 0.12409 -0.09447
C 1.30585 0.58149 -0.17617
C 1.12802 -0.73968 0.50884
C 0.11677 -0.26605 -0.47801
P -2.68894 -0.07728 -0.67852
H -1.22756 0.52143 0.98324
H 1.18331 1.47941 0.48474
H 1.90186 0.83230 -1.14343
H 1.63527 -1.56038 0.09961
H 0.90835 -0.79842 1.62400
H 0.21803 -0.79440 -1.52499
H -3.31605 0.69749 0.39517


# 3
The following is a quantum chemistry calculation of a molecular structure, C41H33BrF4N4OsPS in a non-equilibrium geometry, from the Open Molecules 2025 dataset.

## Properties
Strongest force on any atom (eV/Å): 2.31
Calculated total energy (a.u.): -5604.63685
Energy relative to the best compared isomer or geometry (same formula, charge and spin) (kcal per mole): 40.7
Multiplicity: 1
Total charge: +1
LUMO level (spin up / spin down) (eV): -4.72 / -4.70
HOMO-LUMO gap (spin up / spin down) (Eh): 0.171 / 0.175
HOMO energy (spin up / spin down) (eV): -9.4 / -9.5

CARTESIAN COORDINATES (ANGSTROEM)
Os 2.20223 -0.25223 0.95086
N 2.19338 -4.47929 -0.14365
C 2.07006 -3.20705 0.28595
S 3.41690 -2.15903 0.33914
N 0.84372 -2.82857 0.66711
N 0.77165 -1.57314 1.04187
C -0.57670 -1.15272 1.45554
C -1.26459 -2.14036 2.35100
C -1.97522 -3.22507 1.85053
C -2.52520 -4.16403 2.71101
C -2.34710 -4.04484 4.08093
C -1.59941 -2.99169 4.58717
C -1.05735 -2.05164 3.72572
C -0.55095 0.32661 1.84531
C -1.45352 0.77606 2.90741
C -1.14804 1.83561 3.68098
C 0.08086 2.51476 3.46324
C 0.98100 2.01267 2.55892
N 0.77187 0.91763 1.80377
H 3.10769 -4.87469 -0.27208
H 1.41383 -5.10118 -0.01121
H -2.06505 -3.36531 0.78420
H -3.08426 -4.99779 2.30699
H -2.77500 -4.77879 4.75076
H -1.43436 -2.90338 5.65275
H -0.46650 -1.23817 4.12950
H -2.37951 0.23755 3.03757
H -1.82985 2.16941 4.45059
H 0.34857 3.38670 4.04225
H 1.95549 2.47163 2.44668
F 7.47647 3.35135 -2.06233
C 6.34360 2.69808 -1.87708
C 5.52664 2.40434 -2.95773
F 5.88472 2.78101 -4.17481
C 4.33944 1.72066 -2.75344
F 3.57844 1.47424 -3.81885
C 3.94303 1.30186 -1.49117
P 2.32883 0.47100 -1.17833
C 2.19911 -0.85280 -2.40611
C 0.93768 -1.37985 -2.67136
C 0.79846 -2.47702 -3.50834
C 1.92120 -3.05640 -4.07957
C 3.18241 -2.54458 -3.80474
C 3.32339 -1.45213 -2.96524
C 1.18983 1.78308 -1.72815
C 0.94078 2.84147 -0.85453
C 0.16708 3.91732 -1.25653
C -0.36958 3.94446 -2.53723
C -0.11948 2.90018 -3.41446
C 0.66202 1.82435 -3.01708
C 4.77660 1.62275 -0.43169
Br 4.27323 1.14991 1.34862
C 5.96082 2.30831 -0.60352
F 6.73767 2.60617 0.43244
H 0.05443 -0.93736 -2.22503
H -0.18629 -2.87560 -3.71420
H 1.81538 -3.90820 -4.73809
H 4.06016 -2.99944 -4.24409
H 4.31432 -1.07663 -2.74135
H 1.36368 2.82959 0.14109
H -0.01466 4.73580 -0.57212
H -0.97448 4.78406 -2.85336
H -0.52673 2.92309 -4.41653
H 0.86870 1.02931 -3.71959
C -2.37012 1.07430 -1.26687
C -2.53554 0.02660 -0.14695
C -2.89811 -1.29163 -0.83900
C -1.14113 -0.15106 0.48495
C -3.63377 0.51196 0.79771
C -4.71515 -0.27879 1.16752
C -5.72326 0.22315 1.98458
C -5.67462 1.53062 2.43411
C -4.60947 2.33959 2.05787
C -3.60870 1.83514 1.24703
H -1.75890 0.66771 -2.07572
H -1.88789 1.98623 -0.91456
H -3.34565 1.33749 -1.67560
H -2.04256 -1.66459 -1.40740
H -3.72293 -1.13073 -1.53530
H -3.19605 -2.06300 -0.13829
H -0.38298 0.03043 -0.27247
H -4.78663 -1.30451 0.83523
H -6.55248 -0.41530 2.25980
H -6.46326 1.92275 3.06234
H -4.56238 3.36748 2.39444
H -2.79001 2.48412 0.96027


# 4
The following is a quantum chemistry calculation of a gas-phase ion, C9H14NO (charge +1) in a non-equilibrium geometry, from the Open Molecules 2025 dataset.

## Properties
Strongest force on any atom (eV/Å): 2.99
Calculated total energy (a.u.): -480.91369
Energy relative to the best compared isomer or geometry (same formula, charge and spin) (kcal per mole): 101.0
Multiplicity: 1
Total charge: +1
LUMO level (spin up / spin down) (eV): -4.22 / -4.22
HOMO-LUMO gap (spin up / spin down) (Eh): 0.294 / 0.294
HOMO energy (spin up / spin down) (eV): -12.2 / -12.2

CARTESIAN COORDINATES (ANGSTROEM)
C -1.73559 -1.66286 0.11519
C -1.22268 -1.16269 1.24181
C -1.02483 -1.15882 -1.11942
C 2.42377 -0.92536 0.96419
C 1.50793 -0.45427 -1.12771
C -0.05965 -0.32072 0.93557
C 0.10417 -0.32526 -0.53390
C -1.62864 1.46923 0.04918
C 0.68472 2.02120 0.28484
N -0.27848 0.92696 0.17835
O 2.49728 -0.22285 -0.13556
H -2.57584 -2.32925 0.03896
H -1.55522 -1.36007 2.24205
H -0.63611 -1.98157 -1.71955
H -1.69355 -0.58530 -1.76497
H 2.98274 -0.54586 1.80248
H 2.04595 -1.93910 0.96319
H 1.59738 -1.47330 -1.51515
H 1.70872 0.25501 -1.93301
H -2.37438 0.67837 0.08269
H -1.81595 2.14321 0.88620
H -1.72178 2.02350 -0.88365
H 1.70684 1.67083 0.19236
H 0.48749 2.75210 -0.49954
H 0.57572 2.50687 1.25543